18
Properties=species:S:1:pos:R:3 method="wB97M-V/def2-TZVPD" e_homo_ev=-14.6 orbital_gap_ev=6.35 relative_energy_ev=10.101 charge=+1
H 0.81 -3.61 1.89
N -0.55 -0.57 1.92
C 0.98 1.80 -2.00
O -1.41 0.56 -1.39
C 1.00 1.58 -0.68
C 0.63 0.27 -0.06
O 0.70 -2.81 1.36
H 0.36 -2.05 1.91
H -1.07 -1.26 -0.55
C -0.64 0.34 0.91
H 0.48 1.10 -2.66
H 1.29 2.75 -2.37
H -1.48 -0.75 2.33
H 1.33 -0.34 0.54
H 1.16 -0.79 -1.22
H -0.91 1.39 1.15
C -0.94 -0.18 -0.54
H 1.15 2.41 0.02